Entry 1:
One molecule with the formula C2H4NPS at a distorted geometry. Source: the OMol25 dataset; level of theory: ωB97M-V/def2-TZVPD.

Calculated values
E (hartree): -872.85427
Lowest unoccupied orbital energy (hartree): -0.0234
Largest force on an atom (eV Å⁻¹): 2.79
M (g/mol): 105.10
Kohn-Sham gap (eV): 8.241
SMILES: S=PN1CC1

XYZ file:
```
9
Properties=species:S:1:pos:R:3:forces:R:3:lowdin_charge:R:1
S -0.8541 -0.1915 2.6992 -0.118 0.758 0.056 0.07
P -0.6889 1.3002 1.4595 -0.019 -0.748 1.490 0.39
N -0.6066 0.5667 0.0050 1.470 -0.937 -2.179 -0.47
C -0.1187 -0.7471 -0.3904 0.030 -0.295 0.891 -0.23
C 0.5866 0.4390 -0.9403 -1.525 0.150 0.049 -0.12
H -0.6885 -1.5805 -0.8042 -0.528 1.022 -0.771 0.11
H 0.4374 -1.2086 0.4079 0.442 -0.059 0.410 0.05
H 1.6014 0.4949 -0.5551 -0.200 0.700 0.045 0.10
H 0.3315 0.9269 -1.8815 0.448 -0.590 0.009 0.10
```
Forces are in eV/Å.

---

Entry 2:
One molecule with the formula C3H9N3O at a distorted geometry. Source: the OMol25 dataset; level of theory: ωB97M-V/def2-TZVPD.

Calculated values
E (hartree): -359.17360
Lowest unoccupied orbital energy (hartree): 0.0319
Largest force on an atom (eV Å⁻¹): 3.94
M (g/mol): 103.12
Kohn-Sham gap (eV): 9.323
SMILES: CNNC(=O)NC

XYZ file:
```
16
Properties=species:S:1:pos:R:3:forces:R:3:lowdin_charge:R:1
C 2.7186 -0.0974 0.0442 -0.036 -0.011 0.180 -0.14
N 1.3026 -0.2746 -0.1642 -2.618 -1.620 1.617 -0.16
N 0.6221 0.9686 -0.2297 0.213 0.608 -0.485 0.01
C -0.7432 0.9250 -0.0934 0.226 -0.876 1.537 -0.56
O -1.4215 1.8742 0.2493 -0.071 0.040 -0.599 0.05
N -1.1848 -0.4082 -0.0697 -0.359 0.261 -0.826 -0.04
C -2.6170 -0.6429 -0.0036 -0.076 0.355 -0.308 -0.08
H 3.1345 0.4179 -0.8276 -0.066 -0.095 0.061 0.08
H 3.1807 -1.0806 0.1126 0.014 0.051 0.050 0.08
H 2.9804 0.4922 0.9361 -0.052 -0.090 0.022 0.07
H 0.6248 -0.8766 0.5658 3.146 1.708 -1.648 0.18
H 1.0447 1.7743 0.2280 -0.084 -0.292 -0.007 0.14
H -0.7075 -0.9895 -0.7528 -0.075 0.116 0.103 0.12
H -2.7994 -1.7009 0.1687 -0.008 0.047 0.261 0.08
H -3.0298 -0.0083 0.7795 -0.060 -0.258 0.022 0.08
H -3.1053 -0.3732 -0.9433 -0.095 0.057 0.021 0.08
```
Forces are in eV/Å.

---

Entry 3:
One molecule with the formula C23H26N4O4S. Source: the OMol25 dataset; level of theory: ωB97M-V/def2-TZVPD.

Calculated values
E (hartree): -1810.25586
Lowest unoccupied orbital energy (hartree): 0.0053
Largest force on an atom (eV Å⁻¹): 0.93
M (g/mol): 454.55
Kohn-Sham gap (eV): 8.473
SMILES: CCC(C)(C)NC(=O)[C@@H](c1ccco1)N(C(=O)CNC(=O)c1cccs1)c1cccnc1

XYZ file:
```
58
Properties=species:S:1:pos:R:3:forces:R:3:lowdin_charge:R:1
C 0.4396 3.4951 0.3947 -0.227 0.053 0.156 -0.11
C -1.0032 3.6838 0.8499 0.124 -0.099 -0.063 -0.19
C -2.0397 2.9948 -0.0552 -0.194 0.382 0.297 -0.53
C -3.4504 3.3706 0.4151 0.224 -0.070 -0.035 -0.03
C -1.8482 3.3768 -1.5207 0.012 -0.117 0.238 -0.02
N -1.8983 1.5392 0.0142 0.063 0.289 -0.472 0.16
C -1.8921 0.8063 1.1247 0.024 -0.700 -0.076 -0.45
O -1.9362 1.2177 2.2693 -0.061 0.120 0.364 0.07
C -1.8248 -0.7234 0.8761 -0.319 -0.175 0.012 -0.08
C -3.1382 -1.2211 0.3610 -0.630 0.642 0.256 -0.24
C -4.3527 -0.6173 0.2327 0.695 -0.215 0.235 0.00
C -5.2328 -1.6096 -0.2647 0.170 -0.535 -0.093 -0.05
C -4.4879 -2.7370 -0.3987 -0.852 0.218 -0.182 -0.11
O -3.2184 -2.5167 -0.0136 0.552 -0.043 0.164 0.05
N -0.7226 -1.1690 0.0110 -0.239 -0.044 0.376 0.07
C -0.8519 -1.0944 -1.3366 0.195 -0.148 -0.403 -0.42
O -1.8437 -0.6236 -1.8612 0.039 -0.037 -0.230 0.08
C 0.2496 -1.6850 -2.2246 -0.101 0.314 -0.319 -0.05
N 1.5932 -1.3457 -1.8238 0.049 0.013 -0.281 0.08
C 1.8665 -0.0939 -1.3799 0.123 -0.456 -0.350 -0.52
O 1.0193 0.7829 -1.3858 -0.100 0.179 -0.089 0.05
C 3.2165 0.1196 -0.8579 0.501 0.452 0.278 -0.44
C 4.2920 -0.7232 -0.7449 -0.470 0.207 -0.177 -0.12
C 5.3898 -0.1152 -0.1119 0.183 0.117 0.131 -0.18
C 5.1326 1.1729 0.2495 -0.344 0.103 -0.064 -0.39
S 3.5527 1.6727 -0.1749 0.221 -0.498 -0.114 1.10
C 0.4541 -1.5413 0.6954 0.527 -0.185 0.460 -0.20
C 1.0681 -0.6409 1.5642 -0.071 -0.279 -0.163 0.02
C 2.2325 -1.0263 2.2055 -0.059 -0.141 0.020 -0.04
C 2.7373 -2.2939 1.9580 0.096 0.325 0.226 -0.15
N 2.1385 -3.1661 1.1638 0.173 -0.476 -0.175 0.07
C 1.0199 -2.8080 0.5629 -0.370 0.237 0.141 -0.09
H 0.6653 4.1174 -0.4674 0.110 0.025 -0.140 0.08
H 1.1227 3.7688 1.1959 0.110 0.044 0.050 0.07
H 0.6234 2.4609 0.1186 0.076 -0.089 -0.024 0.02
H -1.2377 4.7494 0.8887 -0.098 0.038 0.000 0.12
H -1.1236 3.2803 1.8552 -0.058 0.122 -0.033 0.10
H -3.5867 3.0658 1.4496 -0.044 -0.004 0.111 0.08
H -3.5995 4.4446 0.3433 -0.031 0.147 -0.008 0.08
H -4.1972 2.8745 -0.2016 -0.094 -0.038 -0.080 0.08
H -1.8454 4.4579 -1.6310 -0.013 0.118 -0.011 0.09
H -0.9066 2.9796 -1.8893 0.135 -0.010 -0.108 0.08
H -2.6560 2.9676 -2.1240 -0.094 -0.041 -0.102 0.09
H -1.9287 1.0501 -0.8722 0.009 -0.190 0.090 0.12
H -1.6396 -1.1813 1.8579 -0.003 0.222 -0.214 0.17
H -4.5908 0.3990 0.4670 0.021 0.271 0.051 0.11
H -6.2721 -1.4907 -0.4919 -0.222 -0.059 -0.075 0.10
H -4.7293 -3.7229 -0.7428 0.062 -0.154 -0.030 0.12
H 0.1403 -2.7704 -2.2469 0.036 0.049 -0.005 0.13
H 0.0422 -1.2942 -3.2286 -0.087 -0.125 0.237 0.14
H 2.2843 -2.0732 -1.7619 -0.027 0.099 0.103 0.13
H 4.3107 -1.7400 -1.0954 -0.039 -0.204 -0.061 0.11
H 6.3260 -0.6123 0.0671 0.173 -0.054 0.042 0.10
H 5.7909 1.8597 0.7435 0.174 0.128 0.103 0.06
H 0.6422 0.3383 1.7217 -0.029 0.145 -0.003 0.12
H 2.7386 -0.3522 2.8782 0.072 0.060 0.057 0.11
H 3.6530 -2.6365 2.4197 0.095 0.064 0.102 0.11
H 0.5507 -3.5661 -0.0503 -0.168 0.006 -0.122 0.12
```
Forces are in eV/Å.

---

Entry 4:
A 3-piece molecular cluster, CH7NO2 overall at a distorted geometry. Source: the OMol25 dataset; level of theory: ωB97M-V/def2-TZVPD.

Calculated values
E (hartree): -247.47902
Lowest unoccupied orbital energy (hartree): 0.0301
Largest force on an atom (eV Å⁻¹): 3.48
M (g/mol): 65.07
Kohn-Sham gap (eV): 11.426
SMILES: C=N.O.O

XYZ file:
```
11
Properties=species:S:1:pos:R:3:forces:R:3:lowdin_charge:R:1
C -0.0812 -1.1288 2.6593 1.298 -2.558 -0.717 -0.13
N 0.4454 -2.3206 2.4656 -1.654 2.901 0.984 -0.01
H -0.5344 -0.7614 1.7269 0.052 0.775 0.804 0.05
H -0.0179 -0.5887 3.6590 -0.448 -0.502 -1.462 0.08
H 0.7271 -2.6038 3.3906 0.752 -0.616 0.392 0.00
O 1.9426 4.8857 -0.2499 0.475 0.709 0.470 -0.04
H 1.3180 4.4203 -0.7824 -0.645 -0.503 -0.558 0.02
H 2.5403 4.2204 0.0875 0.170 -0.209 0.086 0.03
O -2.0843 -1.8178 -4.0380 -0.147 0.025 1.005 -0.06
H -2.3794 -2.7355 -3.9865 0.170 0.302 -0.465 0.04
H -1.8762 -1.5699 -4.9321 -0.022 -0.323 -0.538 0.02
```
Forces are in eV/Å.

---

Entry 5:
One molecule with the formula C3H3NO at a distorted geometry. Source: the OMol25 dataset; level of theory: ωB97M-V/def2-TZVPD.

Calculated values
E (hartree): -245.94018
Lowest unoccupied orbital energy (hartree): -0.0013
Largest force on an atom (eV Å⁻¹): 4.86
M (g/mol): 69.06
Kohn-Sham gap (eV): 9.442
SMILES: C#C/C=N/O

XYZ file:
```
8
Properties=species:S:1:pos:R:3:forces:R:3:lowdin_charge:R:1
C 1.4872 -0.6706 -1.6226 -1.185 1.469 -0.785 0.13
C 0.4417 -0.1935 -1.1686 4.211 -1.324 -0.112 -0.12
C -0.4614 0.0961 -0.1287 2.482 1.992 2.574 -0.19
N -0.0615 0.5910 1.0575 -3.310 -2.273 -2.744 0.06
O -1.3161 0.5945 1.8147 1.594 0.099 1.565 -0.14
H 2.3750 -0.8072 -2.2698 -1.147 -0.148 0.911 0.05
H -1.4227 -0.0918 -0.4645 -2.392 -0.239 0.648 0.09
H -1.0422 0.4816 2.7820 -0.252 0.426 -2.057 0.12
```
Forces are in eV/Å.

---

Entry 6:
C17H36AsN5OTc as an isolated structure at a distorted geometry. Source: the OMol25 dataset; level of theory: ωB97M-V/def2-TZVPD.

Calculated values
⟨S²⟩: 1.15
E (hartree): -3334.28812
Lowest unoccupied orbital energy (alpha / beta) (hartree): -0.3073 / -0.2986
2S+1: 2
Net charge: +2
Largest force on an atom (eV Å⁻¹): 1.91
M (g/mol): 499.43
Kohn-Sham gap (alpha / beta) (eV): 6.767 / 7.611

XYZ file:
```
61
Properties=species:S:1:pos:R:3:forces:R:3:lowdin_charge:R:1
Tc 0.3320 -1.0126 -0.1731 -0.863 -0.118 -1.700 1.22
C -2.5250 0.5394 -1.5384 0.154 -0.112 -0.124 -0.09
C -1.8335 -0.4589 -2.4678 -0.128 0.203 0.116 -0.50
C -2.8779 -1.1521 -3.3566 0.113 0.079 0.006 -0.06
C -1.0740 -1.5368 -1.7211 0.172 0.301 0.779 -0.19
H -3.0772 1.2789 -2.1174 -0.004 0.023 0.020 0.10
H -1.8018 1.0628 -0.9092 -0.122 0.030 0.027 0.02
H -3.2382 0.0185 -0.8940 0.009 0.023 0.042 0.09
H -1.1396 0.0782 -3.1234 0.026 -0.036 0.015 0.11
H -3.5946 -1.7024 -2.7446 -0.011 -0.014 -0.022 0.09
H -2.4196 -1.8423 -4.0645 -0.004 -0.012 0.015 0.09
H -3.4228 -0.3975 -3.9230 -0.038 -0.035 -0.028 0.09
H -0.5745 -2.2026 -2.4218 0.186 -0.045 0.182 0.07
H -1.7579 -2.1214 -1.0850 0.009 -0.074 -0.075 0.08
C -3.3174 0.2279 3.7312 -0.137 -0.056 0.178 0.00
N -2.2757 0.5311 2.7524 0.276 0.079 -0.282 -0.09
C -2.3854 1.8441 2.1153 -0.006 0.164 -0.068 0.00
C -1.3881 -0.3467 2.3038 -0.521 -0.206 0.630 -0.42
O -0.8406 -0.1252 1.1497 0.728 -0.333 -0.314 -0.22
N -1.0718 -1.4533 3.0012 0.120 0.210 -0.198 -0.11
C -1.0155 -1.4885 4.4681 -0.035 -0.034 0.179 -0.01
C -0.3789 -2.5425 2.3372 0.001 -0.061 -0.150 -0.05
H -4.2567 0.6355 3.3600 0.026 -0.004 -0.053 0.11
H -3.1076 0.6892 4.6964 0.030 -0.008 -0.026 0.11
H -3.4396 -0.8434 3.8565 0.040 -0.006 -0.043 0.10
H -2.6198 2.5819 2.8801 -0.007 -0.035 0.025 0.11
H -3.1767 1.8515 1.3645 -0.015 -0.058 0.029 0.11
H -1.4465 2.1188 1.6444 -0.001 -0.016 0.022 0.08
H -1.1359 -0.4943 4.8842 -0.014 0.034 -0.044 0.10
H -0.0354 -1.8583 4.7699 0.008 0.017 -0.057 0.11
H -1.7747 -2.1517 4.8814 -0.006 0.019 -0.035 0.11
H -0.8458 -2.7786 1.3703 0.022 0.035 0.060 0.09
H -0.4810 -3.4408 2.9423 -0.008 -0.022 -0.020 0.12
H 0.6963 -2.3456 2.2237 -0.037 -0.018 0.043 0.09
C 1.7157 2.4213 1.3262 0.007 -0.065 -0.103 -0.15
C 2.5810 1.6880 0.3037 -0.160 -0.017 -0.015 -0.39
As 1.5309 0.9304 -1.1713 0.230 0.358 0.066 1.21
C 2.8289 0.5334 -2.5829 -0.026 -0.256 0.123 -0.37
C 4.0827 -0.1740 -2.0763 -0.089 0.065 0.037 -0.14
C 0.4467 2.4225 -1.8462 0.057 -0.100 0.113 -0.38
C 1.3123 3.6177 -2.2397 0.058 -0.082 0.024 -0.13
H 2.3281 2.7444 2.1665 -0.001 0.015 -0.001 0.09
H 0.9260 1.7753 1.7162 0.005 0.025 0.030 0.04
H 1.2526 3.3083 0.8936 -0.025 0.005 0.023 0.07
H 3.1217 0.8631 0.7705 0.030 -0.017 -0.076 0.07
H 3.3231 2.3582 -0.1322 0.015 -0.045 -0.071 0.08
H 3.0946 1.4950 -3.0219 -0.133 0.056 0.023 0.07
H 2.3172 -0.0570 -3.3434 -0.053 0.039 0.004 0.08
H 4.6274 0.4435 -1.3628 0.024 -0.035 0.008 0.07
H 4.7495 -0.3728 -2.9141 -0.003 0.012 -0.011 0.09
H 3.8499 -1.1279 -1.6073 0.041 0.001 0.025 0.04
H -0.2539 2.6940 -1.0560 0.005 -0.068 0.007 0.06
H -0.1325 2.0581 -2.6943 -0.012 -0.055 0.052 0.07
H 1.9899 3.9150 -1.4386 -0.005 0.043 -0.021 0.07
H 0.6686 4.4687 -2.4588 -0.008 -0.002 -0.004 0.09
H 1.8991 3.4158 -3.1341 0.017 0.016 0.012 0.07
N 1.5727 -2.2249 -0.8962 -0.170 0.425 0.766 -0.10
C 2.2757 -3.2090 -0.9971 0.436 -0.539 -0.311 -0.23
N 2.9610 -4.1611 -1.2479 -0.424 0.561 0.098 0.20
C 3.7607 -5.0891 -0.7780 0.354 -0.370 0.178 -0.27
N 4.4714 -5.8992 -0.3704 -0.135 0.114 -0.101 0.21
```
Forces are in eV/Å.